This record from OMol25 describes C23H23AuNOPSe as an isolated structure. The level of theory is the ωB97M-V functional and the def2-TZVPD basis.

Summary:
Energy relative to the best compared isomer or geometry (same formula, charge and spin)   6.89 kcal per mole
Total charge   -2
E_tot   -106090.07088 eV
HOMO energy   -0.2 eV
Orbital gap   4.5 eV

Last column: Mulliken charge in e.
Element x y z (Å)
Au: -1.025 -0.642 -0.568  -0.15
C: 1.839 -3.139 -3.290  -0.93
P: 1.128 -1.840 -2.279  1.09
C: 2.434 -1.347 -1.160  -0.98
C: 0.805 -0.433 -3.369  -1.22
O: -0.144 -2.319 -1.604  -0.88
H: 2.745 -2.784 -3.782  0.31
H: 1.112 -3.465 -4.035  0.34
H: 2.090 -3.970 -2.621  0.13
H: 3.286 -0.997 -1.749  0.32
H: 2.771 -2.241 -0.619  0.21
H: 2.085 -0.559 -0.496  0.38
H: 1.571 -0.361 -4.143  0.36
H: 0.778 0.485 -2.783  0.41
H: -0.173 -0.573 -3.827  0.34
C: -1.784 0.939 0.256  -1.29
C: -2.256 1.971 0.710  1.98
C: -2.814 3.175 1.225  -1.07
C: -2.832 4.316 0.349  0.33
C: -2.639 4.151 -1.050  -0.73
C: -2.622 5.217 -1.926  -0.37
C: -2.781 6.530 -1.482  -0.48
C: -2.934 6.727 -0.113  -0.55
C: -2.957 5.666 0.776  -0.35
C: -3.301 3.154 2.583  0.39
C: -2.912 2.115 3.469  -0.70
C: -3.370 2.043 4.769  -0.41
C: -4.258 2.989 5.281  -0.46
C: -4.688 3.997 4.424  -0.55
C: -4.232 4.080 3.119  -0.35
H: -2.501 3.144 -1.424  0.34
H: -2.482 5.023 -2.986  0.33
H: -2.768 7.365 -2.172  0.34
H: -3.022 7.737 0.279  0.33
H: -3.020 5.885 1.832  0.55
H: -2.233 1.359 3.094  0.33
H: -3.028 1.230 5.401  0.33
H: -4.615 2.930 6.303  0.34
H: -5.409 4.730 4.774  0.32
H: -4.643 4.849 2.481  0.55
Se: 2.892 -5.217 -0.338  -0.43
C: 4.415 -6.327 -0.337  -0.09
C: 4.561 -7.402 0.553  -0.26
C: 5.694 -8.193 0.517  -0.26
N: 6.717 -8.024 -0.327  -0.64
C: 6.584 -6.999 -1.174  -0.28
C: 5.494 -6.151 -1.220  -0.19
H: 3.777 -7.609 1.270  0.33
H: 5.790 -9.022 1.214  0.30
H: 7.410 -6.849 -1.865  0.31
H: 5.466 -5.342 -1.939  0.35